{
  "formula": "C4H10N2OS",
  "method": "wB97M-V/def2-TZVPD",
  "elements": ["H", "H", "H", "H", "S", "C", "O", "N", "N", "H", "H", "C", "C", "H", "C", "H", "H", "H"],
  "coordinates": [[-2.3801, 0.9255, -0.7042], [0.4987, 1.1818, -1.3042], [1.9491, 0.5519, 0.9862], [-0.1459, -2.5850, -0.0454], [1.4455, -1.1487, -0.6966], [-1.2838, -0.8942, -0.1424], [0.5636, 1.9897, -0.3870], [-0.0643, -1.5962, -0.1060], [-2.4074, -1.4272, 0.2164], [-1.0212, 2.6233, 0.3789], [-0.9576, 0.7598, -1.6682], [-0.5989, 1.5939, 0.2718], [2.4687, -0.3104, 0.6066], [-2.4103, -2.4493, 0.4802], [-1.3679, 0.5875, -0.5979], [-0.4298, 1.0935, 1.2763], [2.7151, -0.9920, 1.4964], [3.4265, 0.0960, -0.0607]],
  "lumo_energy_ev": 0.65,
  "multiplicity": 1,
  "e_homo_ev": -9.195
}

---

{
  "formula": "C63H70IN4O3P2S2ScSi2Te",
  "method": "wB97M-V/def2-TZVPD",
  "elements": ["C", "H", "H", "H", "H", "Te", "C", "I", "C", "H", "C", "C", "H", "H", "C", "C", "H", "Sc", "C", "H", "C", "H", "C", "C", "C", "C", "C", "H", "C", "C", "C", "C", "H", "S", "C", "P", "C", "C", "C", "H", "H", "H", "C", "H", "H", "H", "H", "H", "Si", "H", "H", "H", "C", "C", "H", "H", "H", "H", "H", "H", "H", "C", "C", "C", "C", "H", "S", "N", "C", "H", "C", "H", "C", "H", "C", "H", "H", "H", "H", "C", "C", "C", "O", "H", "H", "C", "C", "C", "N", "H", "C", "H", "C", "H", "H", "C", "C", "C", "C", "H", "H", "P", "H", "H", "H", "H", "C", "N", "C", "C", "H", "O", "H", "C", "C", "H", "O", "H", "H", "C", "C", "C", "C", "H", "N", "H", "H", "C", "H", "C", "C", "H", "H", "H", "C", "H", "H", "C", "C", "C", "H", "H", "H", "H", "C", "H", "C", "H", "Si"],
  "coordinates": [[5.4527, 3.6921, 0.8354], [5.7585, 1.2497, 3.2506], [5.6851, 2.7906, 0.2642], [4.6471, -2.9110, 3.0752], [-1.6200, -2.6137, -3.8844], [2.9580, 0.7410, 1.5998], [-0.0536, 2.1406, 5.3935], [-0.8298, -1.6429, 2.4803], [2.1281, -3.6176, 1.0120], [4.3029, -2.9281, -2.6913], [2.8123, 3.6161, -0.7186], [0.1078, -2.3119, -2.6372], [1.9941, 4.3175, -0.9097], [0.7802, -5.9853, -4.4807], [4.2862, -1.4095, 5.8931], [-0.5610, 0.0515, 3.6543], [-0.5019, -5.6805, -2.5265], [0.0324, -0.0496, -0.1623], [0.2468, -3.7016, -1.9118], [1.4867, 0.3791, -4.3594], [-4.2692, -4.2363, -3.9964], [-0.1113, -3.0451, -4.6804], [4.8803, 0.1227, -1.3528], [3.1123, -5.2193, -0.5088], [-4.7423, -2.9614, -3.7291], [1.7832, -3.3565, -1.5030], [5.6033, 0.1377, -4.8819], [3.0469, -2.4148, -4.4575], [2.6874, -4.5404, -1.5784], [1.2812, 3.0362, -7.3134], [3.1877, 5.6778, 1.5147], [6.7777, -0.1181, -5.5764], [2.9401, -0.5060, -4.8114], [-2.5273, 0.1569, -0.0423], [0.9242, -5.0728, -3.9141], [2.4000, -0.5609, -2.3593], [0.1957, -4.9016, -2.8069], [4.9196, 1.3398, -5.0527], [6.2192, -0.0365, -1.0290], [-0.6895, -1.1661, 5.4078], [4.3876, 1.0631, -1.1396], [3.5530, 3.7429, -1.5116], [2.2603, -2.9412, -3.9301], [3.6597, 2.8012, 3.1231], [-2.1677, 6.4961, 0.9218], [4.9444, 3.2331, -6.0734], [7.2905, -1.0603, -5.4280], [3.5730, -2.2371, 5.8744], [3.5970, 3.9391, 0.9509], [0.4171, 2.3131, -3.6565], [3.1074, -5.3611, 1.6726], [-6.0180, -0.8249, -2.7401], [-0.8579, 2.7566, 1.3941], [1.3845, 4.8490, -5.7369], [6.7646, 0.7821, -0.5768], [-3.2471, -5.9527, -3.2121], [2.1068, 5.7959, 1.6263], [0.3368, 4.9420, -7.6034], [6.6317, -3.2381, -2.0363], [-5.2445, -2.3981, -4.5074], [2.3968, 2.6112, -0.8364], [-0.3807, 1.3269, 3.1153], [-0.5727, -2.3467, -4.0009], [4.1549, -0.9115, -1.9513], [-0.2834, 0.8728, 5.9043], [5.2542, -1.6468, 1.9969], [-3.9536, 0.2965, -2.7471], [-1.2958, 4.6741, -2.3778], [2.1525, 4.0595, -4.8892], [8.2074, 0.6277, -6.9934], [5.6301, 0.8104, 4.2430], [5.9111, 3.5901, 1.8216], [2.5145, 0.1576, -4.0593], [2.4708, 4.4470, -3.9286], [5.4554, 2.2891, -5.9246], [-0.4193, -3.8085, -1.0558], [-0.7978, 3.3366, -4.4611], [-1.2592, 1.8226, -3.6258], [-1.9658, 6.3070, -1.2984], [2.8225, -0.1925, 3.5211], [2.0494, 2.2538, -6.4685], [-2.5547, -0.1839, -1.7521], [0.0420, 1.6258, -1.1651], [1.9706, 3.0039, 2.6302], [-3.7404, -2.6464, -0.5207], [-1.4616, 4.7088, 0.0171], [-1.9120, 5.4777, 1.2292], [6.6269, 2.0331, -6.6198], [-0.4207, 1.5822, 1.7089], [5.9297, 4.5342, 0.3283], [1.7137, -2.2740, -2.6869], [0.1689, 2.9682, 6.0539], [6.8545, -1.2465, -1.2671], [2.4459, -4.4489, -5.3334], [1.9234, -3.2021, 1.9898], [-0.8154, 3.4546, -2.3364], [-0.5289, -0.1664, 5.0270], [-0.6006, 2.6958, -3.6051], [0.9475, 4.3361, -6.9466], [-4.4119, -4.6697, -4.9784], [6.6192, 0.5252, 4.6095], [3.4518, 1.7727, -4.0405], [3.5233, 6.4127, 0.7793], [2.3121, 1.2430, -6.7607], [7.0191, 2.7792, -7.2992], [1.1127, 5.8534, -5.4401], [1.7719, -2.7924, -0.1256], [-0.5425, -1.3058, -1.7644], [4.8148, -2.1156, -2.1966], [1.9224, -4.1342, -4.4372], [2.9620, -4.8985, -2.5567], [-3.0033, 4.8608, 1.9054], [2.2777, 0.4968, 4.1701], [-5.0922, -1.0082, -2.1918], [5.2287, -1.9864, 3.0358], [7.8968, -1.3754, -1.0050], [1.4641, -1.6168, 0.0767], [-1.1196, 5.5603, 1.9774], [0.1074, 3.3470, 3.6563], [-3.6116, -4.9541, -3.0056], [-3.4226, -4.3804, -1.7557], [-3.9055, -3.1059, -1.4898], [2.9697, 2.7523, 2.2763], [0.9373, 2.6347, -8.2580], [-1.6611, -0.8272, -2.4024], [5.2320, -0.6081, -4.1901], [-0.5503, -1.3533, -4.4473], [6.1461, -2.2893, -1.8446], [-0.2521, 0.6864, 6.9692], [-1.5874, 5.2936, -1.2169], [-4.5838, -2.3904, -2.4695], [-3.6505, 4.5887, 1.2444], [5.2270, -1.7906, 6.2962], [3.9052, -0.6595, 6.5900], [-0.5417, 2.7836, -1.1026], [-2.9072, -4.9314, -0.9768], [-1.2695, 3.3748, 2.1863], [2.7814, -4.7738, 0.8223], [7.2929, 0.8267, -6.4499], [-0.0993, 2.3533, 4.0287], [3.7201, -6.1055, -0.6299], [5.2394, 1.5798, 4.9129], [-5.2923, -0.8720, -1.1287], [2.1844, -1.0705, 3.3868], [-0.9380, 3.3895, 0.0922], [6.2525, -2.2279, 3.3320], [2.4882, 2.7570, -5.2440], [3.6559, 5.9203, 2.4707], [4.5080, -0.6865, 4.1765]],
  "lumo_energy_ev": -1.05,
  "multiplicity": 1,
  "e_homo_ev": -6.440
}

---

{
  "formula": "C9H14",
  "method": "wB97M-V/def2-TZVPD",
  "elements": ["C", "C", "C", "H", "C", "H", "C", "H", "C", "H", "H", "H", "C", "C", "H", "H", "H", "C", "H", "H", "H", "H", "H"],
  "coordinates": [[1.2476, -2.4667, -0.6921], [-1.0320, 1.9423, 3.0250], [0.3423, -0.0376, -2.0501], [-2.8739, 0.7169, 3.2833], [0.2392, 1.1657, -2.8649], [2.2044, -1.1000, 0.5537], [-1.7836, 0.6395, 3.5041], [-0.1885, 2.0660, -2.3011], [0.5654, -2.5211, -1.8702], [1.3161, 1.4034, -3.1095], [1.8004, -3.3225, -0.1919], [-0.4332, 1.0459, -3.7336], [0.0906, -1.3362, -2.4768], [1.1108, -0.0422, -0.8349], [-1.7180, 2.6901, 2.4614], [0.1273, -3.3954, -2.3843], [-1.3447, -0.2108, 2.9460], [1.5068, -1.1909, -0.2187], [-1.4571, 0.5702, 4.5409], [1.3675, 0.9049, -0.4428], [-0.4473, -1.4667, -3.4300], [-0.2036, 1.6788, 2.4168], [-0.4364, 2.2663, 3.8697]],
  "lumo_energy_ev": 0.94,
  "multiplicity": 1,
  "e_homo_ev": -9.022,
  "smiles": "Cc1ccccc1.CC"
}

---

{
  "formula": "C3H8N3",
  "method": "wB97M-V/def2-TZVPD",
  "elements": ["H", "C", "N", "N", "C", "H", "H", "C", "H", "H", "H", "H", "H", "N"],
  "coordinates": [[-0.6653, 2.2426, 0.3000], [-1.5557, 0.5133, -0.5751], [-1.0131, -0.3862, -1.2480], [0.5597, 0.5086, 0.4698], [-0.7385, 1.1735, 0.5163], [1.5207, -2.3842, -0.6702], [-0.0947, -2.5116, -0.0885], [0.3797, -0.7073, -0.9048], [1.0782, -0.2965, -1.6300], [0.7892, -0.0092, 1.3171], [-1.2380, 1.0515, 1.4793], [-2.5685, 0.8212, -0.7729], [1.3259, 1.1349, 0.2366], [0.6374, -1.9418, -0.4793]],
  "lumo_energy_ev": -3.30,
  "multiplicity": 1,
  "e_homo_ev": -15.065,
  "charge": 1
}

---

{
  "formula": "C33H21F6IN4O13S2TeW",
  "method": "wB97M-V/def2-TZVPD",
  "elements": ["C", "C", "H", "H", "H", "C", "O", "H", "C", "Te", "C", "H", "S", "H", "F", "F", "C", "N", "C", "C", "C", "O", "H", "H", "C", "N", "C", "H", "C", "H", "O", "C", "C", "C", "H", "O", "O", "C", "O", "C", "C", "W", "S", "C", "C", "C", "O", "O", "C", "H", "F", "H", "F", "C", "O", "C", "H", "C", "N", "F", "H", "H", "O", "C", "C", "H", "C", "H", "C", "H", "H", "O", "O", "O", "N", "H", "C", "C", "C", "C", "I", "F"],
  "coordinates": [[3.0623, 1.7035, -3.2340], [-5.1551, 0.3206, 2.0197], [2.2443, 1.2736, -3.7973], [-1.1542, -1.0807, 4.7306], [-7.0591, 0.2373, 3.0024], [0.5317, 1.2790, 2.2640], [-1.4840, -2.9226, 2.6858], [4.7062, -4.1650, -0.0661], [0.2275, 1.7679, 3.5042], [-2.3673, 0.4810, 0.7430], [-2.7292, 3.4784, 1.1766], [-2.7916, 5.5793, 1.6006], [-1.0555, -1.4862, -3.0202], [-2.3176, 2.1213, -1.9010], [2.8847, -4.3796, -3.3925], [0.7518, -4.6113, -3.6026], [5.0029, 3.1084, -3.0762], [0.4191, -0.0428, 1.9754], [-2.4085, 4.2240, -1.4783], [3.3022, -2.6961, 0.6029], [-2.0135, -3.0433, -2.7122], [1.1843, 0.0620, -1.8868], [1.3071, -2.8506, 3.1522], [-0.8494, 0.6878, 6.2715], [-6.5336, 0.1561, 2.0591], [0.3786, -1.9716, -3.4990], [-2.6022, 2.5061, 0.1921], [-4.6495, -0.1508, -1.2937], [-0.6050, -0.4065, 4.0830], [-4.6039, 0.5361, 2.9272], [6.9527, 4.1224, -1.4835], [-6.5573, -0.2254, -0.3135], [3.5619, -4.8380, 1.6270], [-2.5427, 5.1960, -0.4959], [0.3192, 2.8231, 3.7223], [2.3289, 0.0894, -0.0343], [1.0217, -2.3589, -1.0720], [3.2127, 1.3516, -1.8983], [-0.4763, 1.3686, 5.6990], [5.1456, 2.7184, -1.7574], [1.7113, -4.1521, -2.8120], [0.4250, -0.5795, -0.0083], [1.5245, -2.3024, -2.4752], [0.7405, 2.1113, 1.0194], [2.6154, -4.4291, 2.5481], [-0.3113, -0.8172, 2.8089], [-0.6283, -2.0182, 0.8306], [2.8644, -1.8521, -2.6937], [-5.1798, -0.0625, -0.3530], [5.7060, 3.8122, -3.4974], [-3.1281, -2.7246, -2.0653], [3.6120, -1.9623, -0.1291], [1.6742, -4.8238, -1.6642], [4.2694, 1.8481, -1.1493], [-1.7541, -0.7516, -4.0164], [-2.4373, 2.8793, -1.1366], [-7.1005, -0.4434, -1.2242], [-4.4753, 0.2167, 0.8127], [6.2795, 3.2526, -0.9715], [-1.2797, -3.8260, -1.9220], [-8.3094, -0.2491, 0.9262], [3.8436, 2.8628, -4.8582], [-1.0870, -0.9366, -1.6554], [-2.7041, 4.8236, 0.8301], [-0.2614, 0.8859, 4.4676], [-2.2645, 4.5125, -2.5117], [2.2227, 0.4815, -1.2666], [-2.5163, 6.2443, -0.7644], [2.0284, -3.1790, 2.4138], [4.3882, 1.5668, -0.1128], [-2.8484, 3.1783, 2.2110], [6.4668, 2.7809, 0.1296], [0.2195, 1.4751, -0.0171], [1.2183, 3.2116, 0.9844], [2.3178, -2.3333, 1.4273], [4.0122, -5.8199, 1.6766], [3.9567, 2.5845, -3.8200], [3.9344, -3.9254, 0.6530], [-7.2355, -0.1174, 0.8939], [-0.8801, -2.0501, 2.1270], [2.0903, -5.6350, 4.1618], [-2.3098, -3.6998, -3.8213]],
  "lumo_energy_ev": [-0.98, -1.42],
  "multiplicity": 3,
  "e_homo_ev": [-7.781, -8.290]
}

---

Record-wise energy relative to the best compared isomer or geometry (same formula, charge and spin) values, in eV: 3.745; 2.749; 1.471; 1.256; 2.857